Computed, not measured: a structure of composition C36H37AgN4O2, with ωB97M-V/def2-TZVPD.

Structure (ORCA input):
```
! wB97M-V def2-TZVPD RIJCOSX def2/J DEFGRID3
* xyz 0 1
Ag -0.4739 -0.4694 -0.4732
O 0.0258 -2.8631 -1.5593
O -1.9194 -2.1812 -0.7202
N -0.5974 1.8317 -0.5463
N -3.8143 -2.5500 -2.8559
N 1.6456 0.6811 -1.3261
N 1.6984 1.9125 -1.2308
C 3.0149 1.3706 2.0091
C -0.7696 4.5830 -0.8317
C -0.8523 -0.5560 2.3769
C 1.5048 -0.6369 1.7920
C -1.9290 -4.0079 -2.2316
C -5.3131 -0.3848 -1.9636
C -2.2412 1.2603 -3.4991
C 0.4442 2.5407 -0.9577
C -3.4933 1.1135 -2.9087
C 4.1167 0.6903 -1.5388
C 5.2074 -1.4153 -1.9419
C -1.5012 0.1438 -3.8588
C -1.3434 -5.2672 -2.3096
C -3.2957 -0.4751 1.7363
C -3.2127 -6.1134 -3.5354
C -2.2024 -1.2352 2.4885
C -3.1575 -3.7872 -2.8665
C -1.8608 3.8483 -0.3960
C 3.9828 -2.0645 -1.9497
C 0.2591 -1.2555 1.9026
C 1.6816 0.6905 2.1623
C -1.2117 -2.9415 -1.4443
C -2.0083 -1.1272 -3.6597
C 0.4113 3.9184 -1.1121
C -3.2550 -1.2901 -3.0568
C -1.7275 2.4746 -0.2685
C -3.9963 -0.1657 -2.6583
C -2.5843 -1.4371 3.9559
C -3.7834 -4.8536 -3.5161
C -0.6629 0.7710 2.7646
C 2.8126 -1.3450 -1.7479
C 5.2733 -0.0390 -1.7361
C 2.8898 0.0270 -1.5460
C 0.5767 1.3802 2.6588
C -4.2917 2.3439 -2.5572
C -1.9769 -6.3248 -2.9393
H -3.4173 0.5385 2.1295
H 6.2330 0.4612 -1.7296
H 3.0164 2.0262 1.1335
H 0.1492 -2.2959 1.6162
H -1.4364 -1.9943 -3.9629
H -1.8497 2.2555 -3.6797
H -2.1062 -2.2126 2.0095
H -4.5235 2.3959 -1.4901
H -2.8019 4.3232 -0.1565
H 2.3464 -1.2094 1.4178
H 1.8440 -1.8345 -1.7418
H -3.7382 3.2442 -2.8227
H 4.1481 1.7582 -1.3756
H -3.7235 -6.9244 -4.0388
H -3.0680 -0.4272 0.6690
H -4.2532 -0.9880 1.8463
H 0.6921 2.4144 2.9663
H -2.6991 -0.4756 4.4629
H -1.5125 -7.3016 -2.9685
H 3.8156 0.6433 1.8754
H -5.2446 2.3656 -3.0903
H -2.5527 1.8612 0.0719
H -5.1964 -1.1269 -1.1700
H -4.7260 -4.6753 -4.0214
H -0.5262 0.2616 -4.3162
H 6.1189 -1.9788 -2.0955
H 3.2499 1.9833 2.8803
H 3.9309 -3.1331 -2.1106
H -0.3758 -5.3998 -1.8433
H 1.3034 4.4307 -1.4433
H -1.5000 1.3397 3.1546
H -4.8159 -2.6016 -2.9116
H -1.8199 -2.0051 4.4879
H -0.8349 5.6572 -0.9435
H -6.0846 -0.7544 -2.6488
H -3.5308 -1.9745 4.0365
H -5.6984 0.5296 -1.5195
*
```

Output
* ΔE to the lowest compared entry with this formula, charge and spin: 0.0 kcal/mol
* E_HOMO: -0.2639 Eh
* gap between HOMO and LUMO: 6.21 eV

Computed, not measured: a cluster of 14 separate species, H28O14 in total, with ωB97M-V/def2-TZVPD.

Structure (ORCA input):
```
! wB97M-V def2-TZVPD RIJCOSX def2/J DEFGRID3
* xyz 0 1
O 4.8620 1.8360 -4.2020
O 3.7520 3.9810 -1.1590
O 6.0720 5.4080 0.9050
O 5.7880 4.8280 -4.2750
O 4.8910 6.6790 -1.5300
O 6.5550 3.8980 -1.8160
O 9.4310 2.7630 0.8630
O 7.8120 1.9010 -4.1160
O 8.7740 4.4400 -3.8640
O 3.2180 5.0810 -3.5810
O 8.0010 6.2410 -1.3660
O 9.4470 2.1820 -1.7440
O 5.8740 2.7810 1.2570
O 6.7360 1.1880 -0.8420
H 5.8890 4.5000 0.9610
H 5.9040 0.7320 -0.5580
H 6.2930 4.7160 -3.4850
H 6.8210 3.0440 -1.5290
H 3.4870 4.6670 -1.7770
H 5.4750 2.5360 -3.9440
H 9.5940 3.9190 -4.0390
H 4.9500 2.6640 0.9990
H 4.1430 4.8460 -3.7810
H 8.1260 3.7880 -3.8900
H 5.4470 1.2440 -4.6820
H 5.9380 5.7740 -4.3870
H 4.0360 6.8670 -1.1840
H 6.2900 2.1960 0.6160
H 2.9050 5.5290 -4.3520
H 8.1410 1.1630 -4.6030
H 10.0070 2.9530 -1.9000
H 8.5020 2.0200 -3.4090
H 6.8580 0.8300 -1.7160
H 3.3440 3.2320 -1.5860
H 9.6120 3.6870 0.6370
H 9.2470 2.3170 0.0210
H 6.0460 5.6470 0.0040
H 9.9320 1.3430 -1.9200
H 5.6480 4.0570 -1.5040
H 7.6890 5.3960 -1.6600
H 5.2630 7.5440 -1.7240
H 7.4570 6.8790 -1.8130
*
```

Output
* ΔE to the lowest compared entry with this formula, charge and spin: 45.2 kcal/mol
* E_HOMO: -0.3454 Eh
* gap between HOMO and LUMO: 8.80 eV